[1]
Entry from the OMol25 dataset: an isolated molecule of ClH2NP2 (ωB97M-V/def2-TZVPD).

Geometry as XYZ:
```
6
Properties=species:S:1:pos:R:3:nbo_charge:R:1
N -0.40 1.60 -0.42 -1.22
Cl -1.38 -1.34 -0.06 -0.30
P 1.80 -0.74 0.12 -0.13
H -0.99 2.14 0.10 0.40
H 0.94 -1.85 0.41 0.02
P 0.03 0.18 -0.16 1.22
```

Calculated values
Charge: 0
Energy above the lowest of the compared OMol25 structures with the same formula, charge and spin, kJ/mol: 95.9
SMILES: [H]/N=P(\Cl)=P\[H]
E, a.u.: -1198.81163
E_HOMO, eV: -9.08
M, g mol⁻¹: 113.42

[2]
Entry from the OMol25 dataset: a structure of composition C14H18BCaN7O2 (ωB97M-V/def2-TZVPD).

Geometry as XYZ:
```
43
Properties=species:S:1:pos:R:3:nbo_charge:R:1
C 2.09 0.43 4.55 -0.52
H -3.06 -0.27 -4.15 0.22
C 1.43 -2.07 -0.81 -0.03
C 1.95 -2.42 -2.08 -0.36
C -1.50 -2.23 1.84 -0.57
H 3.90 -0.35 3.62 0.23
B -0.53 0.27 -2.83 0.56
C 3.20 0.47 3.51 -0.52
C 0.22 2.76 -2.58 0.00
H -5.14 -0.90 -2.43 0.23
H 2.19 -0.41 5.24 0.23
H 0.30 2.88 -3.65 0.22
N 0.50 -1.11 -0.94 -0.40
H 2.06 1.34 5.15 0.23
H -3.98 -0.79 0.06 0.21
C 0.45 3.64 -1.51 -0.36
O 3.00 0.33 1.05 -0.60
H 1.35 -1.49 -4.06 0.22
H 2.71 -3.16 -2.29 0.23
C -3.09 -0.35 -3.08 0.01
H 1.70 -2.46 0.16 0.21
H -1.49 -2.09 2.93 0.23
C -4.12 -0.66 -2.19 -0.37
C 0.80 0.29 3.75 0.67
N -0.16 1.57 -2.08 -0.33
C -3.53 -0.61 -0.91 -0.05
H -2.40 0.82 2.11 -0.06
H -0.75 -2.96 1.51 0.22
O -0.34 0.16 4.20 -0.64
C 2.47 0.36 2.16 0.68
N -2.23 -0.28 -1.02 -0.38
H 0.25 3.19 0.68 0.21
C 1.29 -1.60 -2.99 0.00
C 0.18 2.88 -0.36 -0.03
Ca -0.66 -0.16 0.96 1.65
H 0.76 4.66 -1.57 0.23
H -2.50 -2.47 1.45 0.21
N -1.97 -0.13 -2.37 -0.32
H 3.77 1.41 3.55 0.23
N 1.11 0.29 2.40 -0.85
N 0.43 -0.83 -2.30 -0.32
N -0.19 1.63 -0.69 -0.39
H -0.47 0.40 -4.02 -0.04
```

Calculated values
Charge: 0
Energy above the lowest of the compared OMol25 structures with the same formula, charge and spin, kJ/mol: 511.5
E, a.u.: -1780.46424
E_HOMO (spin up / spin down), eV: -8.70 / -8.70
M, g mol⁻¹: 367.23

[3]
Entry from the OMol25 dataset: an isolated molecule of C3H8N4 (ωB97M-V/def2-TZVPD).

Geometry as XYZ:
```
15
Properties=species:S:1:pos:R:3:nbo_charge:R:1
N -0.41 1.51 1.72 -0.74
C -1.08 -1.05 -1.55 -0.09
N 1.02 1.69 -0.08 -0.81
H 1.72 1.17 -0.59 0.42
H 0.10 -1.12 1.36 0.20
H 0.49 -1.08 -1.44 0.36
H 1.48 -1.91 -0.25 0.37
H -2.00 -1.14 -2.13 0.17
C 0.22 -0.53 0.45 0.04
C 0.27 0.96 0.79 0.42
H 1.21 2.65 0.17 0.40
H -0.97 0.84 2.24 0.33
N 1.19 -0.96 -0.46 -0.92
H -2.05 -0.34 0.12 0.40
N -1.21 -0.68 -0.35 -0.52
```

Calculated values
Charge: 0
Energy above the lowest of the compared OMol25 structures with the same formula, charge and spin, kJ/mol: 284.3
E, a.u.: -338.04553
E_HOMO, eV: -8.92
M, g mol⁻¹: 100.12

[4]
Entry from the OMol25 dataset: a cluster of 2 separate species, C11H15N in total (ωB97M-V/def2-TZVPD).

Geometry as XYZ:
```
27
Properties=species:S:1:pos:R:3:nbo_charge:R:1
H 2.22 -2.11 2.51 0.22
H 0.16 1.22 4.04 0.20
C 0.32 1.21 1.84 0.17
C 1.19 -0.44 3.37 -0.20
H 1.04 -0.22 -1.87 0.22
C 0.91 0.84 -1.76 -0.65
C 0.53 0.77 3.22 -0.24
H -2.87 -1.24 -1.11 0.21
H 1.66 1.52 -2.15 0.23
H 0.07 1.26 -2.42 0.22
H -0.59 -1.86 -2.93 0.19
H -0.07 3.20 -0.63 0.20
H -1.48 -0.19 -1.62 0.20
C 1.66 -1.26 2.38 -0.26
N -0.19 2.39 1.38 -0.53
C -2.23 -0.92 -2.02 -0.60
H -2.08 -2.63 -3.23 0.20
C 0.63 1.13 -0.41 -0.08
H -2.72 -0.53 -2.86 0.20
C 1.49 -0.84 1.05 -0.17
H 1.12 -0.73 4.52 0.21
H -1.26 -2.93 -1.68 0.21
C -1.43 -2.22 -2.44 -0.61
C 0.02 2.39 -0.02 -0.05
H 1.74 -1.31 0.11 0.21
C 0.78 0.35 0.78 -0.12
H -0.61 3.14 1.98 0.42
```

Calculated values
Charge: 0
Energy above the lowest of the compared OMol25 structures with the same formula, charge and spin, kJ/mol: 225.9
SMILES: Cc1c[nH]c2ccccc12.CC
E, a.u.: -482.82912
E_HOMO, eV: -7.53
M, g mol⁻¹: 161.25

[5]
Entry from the OMol25 dataset: a cluster of 10 separate species, C60H50N10O20 in total (ωB97M-V/def2-TZVPD).

Geometry as XYZ:
```
140
Properties=species:S:1:pos:R:3:lowdin_charge:R:1
C -4.55 -1.93 2.99 -0.07
N 1.37 5.87 -0.50 -0.34
O -2.42 -0.99 -1.06 0.09
C -4.39 4.05 1.09 -0.06
H -4.85 4.12 3.17 0.12
H 2.80 -1.40 -6.53 0.12
C 0.57 -3.19 7.16 -0.01
H -0.72 5.37 4.33 0.11
C -1.18 -5.68 -0.33 -0.14
N -1.62 -2.32 7.76 -0.36
C 3.04 1.77 1.17 0.01
C -0.51 -1.69 5.63 0.00
C 1.15 -1.82 0.95 0.02
N 3.60 -0.23 2.52 -0.35
H 2.89 -3.09 -1.63 0.10
O -4.75 2.11 4.76 0.09
H -2.75 2.12 -4.60 0.11
O 4.33 -1.19 2.63 0.08
C 4.25 -0.26 -5.40 -0.16
O -1.62 3.73 -3.02 0.07
C -3.24 -5.50 -1.53 -0.07
C -0.82 1.30 -5.08 -0.07
C -3.13 -3.71 3.72 -0.14
N 4.18 0.88 -6.32 -0.35
H -4.21 -5.44 4.45 0.12
H 1.98 2.68 -3.96 0.12
C 3.48 -1.38 -5.69 -0.01
C -0.25 4.97 -5.03 -0.01
H 0.61 -1.30 -3.44 0.09
O 3.66 0.71 -7.40 0.10
C -4.27 -4.43 4.06 -0.02
C -3.18 2.08 0.37 -0.07
C 3.31 2.58 0.07 -0.05
H 0.06 6.40 -6.61 0.11
C -3.95 2.26 2.63 -0.16
C 2.27 -2.36 -1.13 -0.05
C 4.81 0.31 0.46 -0.01
H 4.64 -3.36 -3.20 0.11
C 4.26 2.21 -0.86 -0.06
O -0.87 -3.82 3.24 0.08
O -1.00 -2.39 -1.82 0.09
H -3.84 -5.14 -2.36 0.11
C 5.20 -1.30 -3.47 -0.06
H 0.82 -2.07 1.95 0.10
O -1.83 -5.51 4.16 0.07
H 0.61 -3.69 8.11 0.12
N -1.83 -4.38 3.73 -0.34
C -0.51 -2.41 6.83 -0.15
C 5.03 1.07 -0.67 -0.07
N -0.09 0.31 1.07 -0.30
C -1.84 -6.14 0.78 0.00
O 0.89 -5.83 0.67 0.09
H -6.45 -4.51 4.02 0.10
H -0.59 2.02 -5.85 0.12
C 5.05 -0.19 -4.29 -0.01
O -3.14 0.80 4.21 0.08
C -3.28 -2.43 3.20 0.01
N -3.95 1.66 3.97 -0.35
H -4.77 5.03 0.86 0.11
C -0.11 -0.53 -3.68 -0.04
H -0.45 4.00 0.35 0.11
C 1.33 6.49 1.89 0.00
H -1.34 3.75 2.58 0.10
H -1.42 -1.17 5.38 0.11
H 5.89 0.90 -1.31 0.10
H 2.74 3.48 -0.09 0.09
C 1.67 -3.23 6.32 -0.06
H 3.15 -3.43 -5.18 0.11
H 0.82 0.66 -1.36 0.10
H 2.62 -2.40 4.58 0.09
C -3.92 -6.00 -0.43 -0.08
C -3.79 3.30 0.10 -0.07
H 2.12 -1.08 -2.77 0.09
C -3.23 -6.33 0.71 -0.06
O 1.89 6.94 -0.76 0.09
H 5.49 -0.52 0.61 0.12
H 2.14 7.19 1.77 0.12
C 1.79 5.16 -6.29 -0.05
C -0.27 5.44 3.35 -0.06
C 4.52 -2.47 -3.80 -0.08
H 1.09 0.22 -5.23 0.10
C 1.09 -0.31 -0.97 -0.01
C 3.69 -2.53 -4.93 -0.05
C 0.72 6.36 3.15 -0.06
H 0.60 -1.01 3.94 0.07
O 2.86 0.15 3.40 0.09
C -0.64 4.54 2.34 -0.04
C -2.01 1.36 -4.38 -0.08
H 5.82 -1.28 -2.59 0.10
O -0.24 1.42 0.60 0.07
O 1.17 4.99 -1.33 0.05
H -3.19 0.59 -2.79 0.12
H -2.40 -1.90 2.86 0.11
H -1.32 -6.40 1.69 0.11
H -2.90 0.54 1.79 0.09
C -1.30 -0.47 -3.00 -0.14
C 1.80 -1.20 -1.75 -0.08
C -1.87 -5.35 -1.50 -0.01
C 0.91 5.66 0.87 -0.15
O -2.64 -1.80 7.37 0.08
O 4.65 1.93 -5.95 0.06
C 3.82 0.64 1.37 -0.15
H -4.64 -0.99 2.46 0.09
C 0.14 0.35 -4.72 -0.04
C 0.31 3.96 -4.26 -0.18
H -1.35 -4.92 -2.33 0.11
O -0.55 -0.06 2.14 0.06
C 2.32 4.12 -5.55 -0.04
O -1.45 -2.72 8.89 0.08
O -0.03 2.32 -2.66 0.05
C 0.74 -0.64 0.33 -0.15
H -6.65 -2.22 3.05 0.11
H 4.39 2.86 -1.72 0.11
H 2.35 5.59 -7.10 0.11
N 0.28 -5.50 -0.32 -0.34
C -3.36 1.51 1.62 -0.01
H 5.68 0.68 -4.14 0.12
C 0.60 -1.68 4.79 -0.07
N -0.51 3.28 -3.25 -0.33
C -5.69 -2.65 3.31 -0.05
C -0.05 4.66 1.10 0.00
O 0.77 -5.12 -1.36 0.07
H 2.35 -3.55 0.66 0.11
C -4.48 3.49 2.37 -0.02
C 1.96 -2.65 0.19 -0.05
C -2.28 0.47 -3.35 0.01
H 1.11 6.98 3.94 0.11
H 2.54 -3.83 6.56 0.11
H -3.74 3.62 -0.94 0.10
H -1.28 5.31 -4.98 0.12
C 1.73 -2.40 5.21 -0.05
H -2.72 1.53 -0.44 0.09
C 0.48 5.59 -6.03 -0.05
H -3.76 -6.67 1.59 0.11
H -4.96 -6.29 -0.55 0.11
H 2.25 2.04 1.86 0.12
C -5.55 -3.94 3.87 -0.05
N -1.62 -1.35 -1.88 -0.33
H 3.29 3.70 -5.76 0.08
C 1.57 3.51 -4.52 0.00
```

Calculated values
Charge: 0
Energy above the lowest of the compared OMol25 structures with the same formula, charge and spin, kJ/mol: 90.3
SMILES: O=[N+]([O-])c1ccccc1.O=[N+]([O-])c1ccccc1.O=[N+]([O-])c1ccccc1.O=[N+]([O-])c1ccccc1.O=[N+]([O-])c1ccccc1.O=[N+]([O-])c1ccccc1.O=[N+]([O-])c1ccccc1.O=[N+]([O-])c1ccccc1.O=[N+]([O-])c1ccccc1.O=[N+]([O-])c1ccccc1
E, a.u.: -4367.82741
E_HOMO, eV: -9.29
M, g mol⁻¹: 1231.11

[6]
Entry from the OMol25 dataset: a structure of composition C26H41BrN6P2Re (ωB97M-V/def2-TZVPD).

Geometry as XYZ:
```
77
Properties=species:S:1:pos:R:3:lowdin_charge:R:1
H -3.68 -5.94 1.18 0.15
H -0.97 2.79 1.64 0.09
C 2.08 -0.76 -0.50 -0.33
H 2.68 1.01 1.77 0.06
H -5.14 -0.01 -1.08 0.07
C -0.39 4.90 1.56 -0.09
H -3.30 -5.94 -0.48 0.11
H 2.44 2.95 -0.10 0.07
C -1.82 1.47 -1.81 -0.39
H 3.10 3.96 5.29 0.11
Br 0.62 0.59 3.80 1.14
H 3.58 2.17 2.69 0.11
C -1.33 1.35 -3.26 -0.11
N -1.23 -2.85 0.16 -0.18
H 0.88 -5.33 -2.62 0.12
H -4.53 1.58 -0.04 0.08
H 1.28 5.00 3.32 0.09
H -5.34 -0.80 -2.64 0.11
H 3.79 3.76 3.64 0.06
H 3.25 5.34 4.20 0.12
H -1.11 2.08 -1.21 0.06
H 0.95 3.77 4.56 0.11
Re 0.27 -1.55 -0.86 1.50
H 3.72 3.76 0.86 0.11
N -2.63 -4.40 0.56 -0.18
H -4.48 0.74 -2.55 0.08
C 2.83 2.11 1.89 -0.36
N 3.93 -5.28 -4.09 0.13
C -1.44 -2.98 1.51 -0.17
H 5.23 -3.67 -4.27 0.15
P 1.26 2.75 2.47 1.10
H -2.16 0.22 1.44 0.05
C -4.64 -0.21 -2.03 -0.10
C -2.91 0.25 0.63 -0.36
N -2.99 -5.74 0.45 0.19
H -4.22 1.60 1.70 0.11
P -1.99 -0.16 -0.96 0.93
C 1.22 0.32 -0.29 -0.25
H -2.94 -1.34 -2.81 0.09
C 1.97 -1.78 0.52 -0.12
H -1.13 5.20 0.81 0.12
C 3.36 -3.11 -3.26 0.02
H -2.08 0.86 -3.89 0.09
C -3.35 -1.01 -1.85 -0.39
H 2.52 -6.77 -3.84 0.13
H -3.55 -1.92 -1.27 0.06
H -0.40 0.80 -3.31 0.06
H 4.02 2.14 0.15 0.12
H -0.78 5.11 2.57 0.11
C 2.13 -3.55 -2.76 -0.21
C 1.85 -1.22 -1.91 -0.09
N -1.93 -3.82 -0.45 0.12
H -3.57 -0.61 0.79 0.09
H 1.29 1.17 -0.98 0.15
C 1.19 -0.11 2.12 -0.66
C -3.73 1.54 0.71 -0.11
C 3.27 2.79 0.62 -0.07
C 0.51 0.41 0.92 -0.25
C 1.33 -2.58 -2.01 -0.17
C 3.03 4.26 4.23 -0.07
H 3.70 -2.08 -3.19 0.12
C -0.08 3.40 1.39 -0.33
H 1.88 -2.08 2.72 0.15
C 1.81 -4.91 -2.96 0.03
H 0.53 5.51 1.38 0.11
H -0.95 -2.36 2.28 0.12
H -2.79 2.00 -1.77 0.09
N -2.25 -3.98 1.80 0.18
H 0.22 3.21 0.34 0.09
H -0.40 1.02 0.98 0.05
H 2.47 -2.73 0.36 0.15
H -3.11 2.44 0.61 0.06
C 1.73 -1.38 1.90 -0.01
C 1.61 4.03 3.74 -0.32
H -1.16 2.35 -3.66 0.10
C 2.74 -5.72 -3.64 -0.06
C 4.24 -4.01 -3.90 -0.06
```

Calculated values
Charge: +4
E, a.u.: -4676.89542
E_HOMO (spin up / spin down), eV: -18.76 / -18.84
2S+1: 4
M, g mol⁻¹: 765.71

Q: What is the charge in the third record?
A: 0